No. 1
Density functional theory data (ωB97M-V/def2-TZVPD) for a single C4H10N2OS molecule.

As for the spin multiplicity: 1. For the LUMO energy, the calculation gives 0.82 eV. As for the SMILES: CC/C(=N/S)NOC. The HOMO energy comes out at -8.19 eV. The total energy is -20170.5827 eV. Its gap between HOMO and LUMO is 0.3311 Eh.

CARTESIAN COORDINATES (ANGSTROEM)
C 3.002 -0.283 0.630
C 2.165 0.038 -0.622
C 0.691 0.150 -0.318
C -2.099 -1.856 -0.174
H 2.854 0.491 1.369
H 4.043 -0.368 0.390
H 2.723 -1.207 1.098
H 2.471 0.985 -1.035
H 2.312 -0.719 -1.401
H 0.750 -1.834 -0.040
H -2.415 -1.196 -0.992
H -2.927 -1.983 0.522
H -1.771 -2.819 -0.594
H -1.981 0.656 0.514
N 0.077 -1.108 -0.285
N 0.208 1.322 -0.185
O -1.033 -1.272 0.561
S -1.397 1.773 0.117

No. 2
Density functional theory data (ωB97M-V/def2-TZVPD) for a molecular structure, C22H23N5PdSe.

As for the spin multiplicity: 1. For the LUMO energy, the calculation gives -15.96 eV. The HOMO energy comes out at -19.28 eV. The total energy is -99422.9552 eV. Its gap between HOMO and LUMO is 0.1219 Eh. Its charge is +4.

CARTESIAN COORDINATES (ANGSTROEM)
Pd -0.016 -0.260 0.027
C 2.385 -0.753 -2.075
C 2.889 -0.666 -0.669
C 4.233 -0.832 -0.330
C 4.612 -0.794 0.994
C 3.646 -0.625 1.990
C 2.335 -0.479 1.612
N 1.983 -0.465 0.291
C 1.186 -0.455 2.546
C 1.207 -0.647 3.916
C -0.002 -0.728 4.599
C -1.215 -0.648 3.923
C -1.202 -0.457 2.553
N -0.010 -0.334 1.939
C -2.356 -0.484 1.626
C -3.664 -0.634 2.010
C -4.636 -0.808 1.020
C -4.263 -0.847 -0.306
C -2.922 -0.676 -0.652
C -2.426 -0.762 -2.061
N -2.012 -0.470 0.303
H 3.165 -0.517 -2.797
H 1.556 -0.056 -2.249
H 2.041 -1.768 -2.285
H 4.962 -0.995 -1.113
H 5.652 -0.917 1.268
H 3.928 -0.634 3.033
H 2.144 -0.766 4.443
H 0.001 -0.889 5.669
H -2.148 -0.767 4.455
H -3.941 -0.643 3.055
H -5.674 -0.935 1.299
H -4.995 -1.014 -1.085
H -3.193 -0.468 -2.776
H -2.141 -1.791 -2.293
H -1.557 -0.113 -2.225
C 0.135 6.568 2.527
N 0.064 6.786 1.063
C 0.039 7.935 0.473
C -0.028 7.701 -0.969
N -0.040 6.424 -1.167
C -0.101 5.754 -2.486
C 0.017 5.732 0.089
Se 0.024 4.018 0.381
H 0.160 7.542 3.009
H 1.042 6.012 2.751
H -0.749 6.016 2.838
H 0.065 8.891 0.987
H -0.064 8.445 -1.759
H -0.121 6.524 -3.253
H -1.008 5.157 -2.528
H 0.785 5.133 -2.599

No. 3
Density functional theory data (ωB97M-V/def2-TZVPD) for a molecular structure, C46H52AsIrN5O2P.

As for the spin multiplicity: 2. For the LUMO energy (alpha / beta), the calculation gives -8.17 / -10.19 eV. The HOMO energy (alpha / beta) comes out at -15.76 / -15.76 eV. The expectation value of S² is 0.75. The total energy is -133033.9019 eV. Its gap between HOMO and LUMO (alpha / beta) is 0.2790 / 0.2047 Eh. Its charge is +3.

CARTESIAN COORDINATES (ANGSTROEM)
Ir 0.135 0.486 0.246
C 2.827 1.703 -2.222
C 2.422 0.236 -2.308
C 0.948 0.070 -2.651
C 2.760 -0.561 -1.051
C 4.242 -0.603 -0.704
O 4.249 -0.579 0.741
C 3.045 -0.217 1.154
N 2.152 -0.080 0.232
C 2.910 -0.160 2.620
C 4.086 -0.243 3.367
C 4.047 -0.305 4.750
C 2.827 -0.312 5.407
C 1.652 -0.221 4.675
C 1.678 -0.118 3.286
P 0.041 0.058 2.526
C -0.792 -1.414 3.164
C -1.950 -1.360 3.936
C -2.457 -2.526 4.496
C -1.813 -3.737 4.295
C -0.647 -3.790 3.538
C -0.139 -2.635 2.972
C -0.760 1.495 3.312
C -0.093 2.392 4.141
C -0.775 3.463 4.704
C -2.128 3.640 4.462
C -2.801 2.755 3.626
C -2.117 1.702 3.040
H 2.586 2.213 -3.156
H 3.896 1.831 -2.060
H 2.302 2.199 -1.411
H 2.997 -0.225 -3.119
H 0.309 0.501 -1.851
H 0.654 -0.972 -2.712
H 0.680 0.578 -3.577
H 2.377 -1.578 -1.183
H 4.797 0.266 -1.053
H 4.745 -1.507 -1.033
H 5.037 -0.272 2.858
H 4.969 -0.369 5.311
H 2.782 -0.391 6.485
H 0.702 -0.230 5.196
H -2.447 -0.421 4.131
H -3.347 -2.482 5.110
H -2.206 -4.639 4.745
H -0.130 -4.733 3.415
H 0.787 -2.658 2.412
H 0.956 2.262 4.370
H -0.247 4.151 5.351
H -2.662 4.454 4.933
H -3.860 2.880 3.440
H -2.651 1.014 2.396
N -10.028 3.517 -2.269
C -9.045 3.001 -1.978
C -7.803 2.380 -1.607
C -7.794 1.162 -0.937
C -6.593 0.582 -0.565
C -5.398 1.220 -0.860
C -5.400 2.429 -1.546
C -6.599 3.007 -1.920
N -4.153 0.634 -0.438
C -3.992 -0.496 0.333
C -2.659 -0.665 0.498
N -1.982 0.354 -0.148
C -2.923 1.112 -0.692
H -8.727 0.668 -0.707
H -6.615 -0.370 -0.056
H -4.482 2.932 -1.818
H -6.609 3.943 -2.460
H -4.814 -1.092 0.684
H -2.130 -1.452 1.004
H -2.756 1.930 -1.360
C -2.444 4.179 0.603
N -1.675 4.666 -0.511
C -1.468 6.085 -0.641
C -0.790 3.735 -1.204
C 0.473 3.592 -0.377
C 1.376 4.654 -0.469
C 2.469 4.740 0.367
C 2.608 3.778 1.356
C 1.734 2.704 1.409
C 0.673 2.514 0.511
H -2.985 4.991 1.079
H -1.760 3.708 1.320
H -3.146 3.414 0.265
H -2.400 6.612 -0.440
H -1.098 6.329 -1.633
H -0.730 6.403 0.106
H -0.586 4.132 -2.198
H -1.274 2.771 -1.276
H 1.224 5.423 -1.218
H 3.175 5.553 0.270
H 3.414 3.851 2.076
H 1.903 1.989 2.192
C -0.226 -3.408 -2.603
As -0.252 -3.336 -0.685
C -1.934 -4.068 -0.125
C 1.125 -4.538 -0.102
O -0.027 -1.790 -0.093
H -0.495 -4.416 -2.916
H 0.774 -3.181 -2.968
H -0.944 -2.700 -3.012
H -1.939 -5.137 -0.337
H -2.742 -3.589 -0.675
H -2.059 -3.909 0.944
H 0.939 -5.509 -0.560
H 1.108 -4.648 0.980
H 2.101 -4.173 -0.419

No. 4
Density functional theory data (ωB97M-V/def2-TZVPD) for a molecular structure, C51H40F12N11O3Y.

As for the spin multiplicity: 1. For the LUMO energy, the calculation gives -0.25 eV. The HOMO energy comes out at -6.94 eV. The total energy is -109730.0040 eV. Its gap between HOMO and LUMO is 0.2461 Eh.

CARTESIAN COORDINATES (ANGSTROEM)
Y -1.341 0.446 0.171
C 4.126 4.262 -4.080
C 3.390 3.163 -3.358
C 4.009 1.965 -3.031
C 3.302 0.982 -2.373
C 1.960 1.125 -2.007
N 1.315 -0.001 -1.347
C 1.907 -0.467 -0.143
C 3.129 -0.230 0.357
C 3.474 -1.269 1.360
C 2.484 -3.270 1.446
C 2.659 -4.267 2.585
C 1.327 -3.683 0.574
C 0.480 -2.688 0.328
C -0.966 -2.806 -0.175
O -1.525 -1.629 -0.543
C -1.170 -3.817 -1.373
F -0.900 -3.242 -2.550
F -2.449 -4.226 -1.442
F -0.417 -4.927 -1.301
C -1.767 -3.443 1.025
F -1.521 -4.761 1.158
F -3.094 -3.296 0.894
F -1.440 -2.873 2.198
C 1.304 2.311 -2.381
C 2.054 3.301 -3.027
C -0.189 2.637 -2.132
O -0.905 1.716 -1.465
C -0.957 2.865 -3.487
F -1.140 1.694 -4.121
F -2.187 3.355 -3.240
F -0.375 3.688 -4.364
C -0.278 4.010 -1.338
F 0.708 4.110 -0.429
F -0.182 5.099 -2.130
F -1.432 4.113 -0.680
H 5.180 4.281 -3.803
H 3.693 5.237 -3.858
H 4.071 4.115 -5.162
H 5.049 1.796 -3.290
H 3.801 0.055 -2.135
H 3.859 0.442 -0.067
H 4.187 -0.967 2.130
H 3.332 -3.893 3.358
H 3.046 -5.224 2.224
H 1.688 -4.454 3.051
H 1.169 -4.720 0.308
H 1.573 4.230 -3.293
C -4.969 3.276 2.115
C -4.134 2.571 1.243
N -2.835 2.436 1.423
C -2.277 3.059 2.481
C -3.030 3.779 3.421
C -4.415 3.866 3.220
C -2.376 4.409 4.533
C -1.038 4.347 4.669
C -0.232 3.652 3.705
C 1.168 3.601 3.792
C 1.874 2.929 2.832
C 1.174 2.297 1.799
N -0.137 2.326 1.690
C -0.839 2.998 2.624
H -6.029 3.339 1.910
H -4.550 2.095 0.365
H -5.025 4.411 3.930
H -2.984 4.943 5.253
H -0.543 4.831 5.503
H 1.671 4.096 4.615
H 2.954 2.869 2.858
H 1.713 1.736 1.049
N -1.661 -0.310 3.598
C -2.878 -0.599 3.110
N -3.823 -1.013 3.955
C -4.995 -1.288 3.395
N -5.988 -1.709 4.206
N -5.293 -1.171 2.087
C -4.291 -0.735 1.348
N -3.075 -0.426 1.783
C -4.546 -0.574 -0.114
C -5.630 -1.184 -0.718
C -5.813 -1.011 -2.081
C -4.923 -0.222 -2.788
C -3.868 0.361 -2.105
N -3.681 0.189 -0.799
H -1.513 -0.584 4.555
H -0.865 -0.391 2.951
H -5.757 -1.956 5.151
H -6.823 -2.072 3.782
H -6.294 -1.788 -0.118
H -6.643 -1.491 -2.585
H -5.030 -0.060 -3.852
H -3.135 0.979 -2.611
C 4.853 -3.714 -1.382
N 3.942 -2.828 -0.670
N 2.842 -2.352 -1.226
C 1.054 -1.339 0.839
O 0.118 -0.467 1.406
C 2.128 -1.829 1.844
C 3.847 -2.739 0.788
C 5.124 -3.256 1.425
C 2.506 -1.988 -2.404
C 3.221 -2.069 -3.672
C 2.666 -1.569 -4.785
C 1.337 -0.957 -4.766
C 0.656 -0.776 -3.634
C 1.197 -1.200 -2.314
H 4.337 -4.103 -2.257
H 5.128 -4.566 -0.762
H 5.769 -3.212 -1.708
H 1.813 -1.644 2.872
H 5.144 -2.996 2.481
H 5.989 -2.785 0.951
H 5.234 -4.339 1.351
H 4.212 -2.503 -3.706
H 3.204 -1.611 -5.724
H 0.901 -0.651 -5.711
H -0.334 -0.343 -3.632
H 0.457 -1.819 -1.829

No. 5
Density functional theory data (ωB97M-V/def2-TZVPD) for a single C4H7ClO3 molecule.

As for the spin multiplicity: 1. For the LUMO energy, the calculation gives 0.79 eV. As for the SMILES: COC(Cl)(C=O)OC. The HOMO energy comes out at -9.74 eV. The total energy is -22923.9499 eV. Its gap between HOMO and LUMO is 0.3870 Eh.

CARTESIAN COORDINATES (ANGSTROEM)
C 1.592 -1.422 0.060
C -1.173 -0.709 1.324
C -0.487 1.478 -1.494
C 0.777 0.046 0.024
O 2.009 -1.948 -0.899
O -0.015 0.132 1.233
O 0.054 0.122 -1.153
Cl 2.044 1.276 0.243
H 1.670 -1.775 1.162
H -1.517 -0.597 2.434
H -1.116 -1.807 1.209
H -1.690 -0.284 0.525
H -1.544 1.393 -1.874
H 0.080 1.969 -2.208
H -0.686 2.127 -0.585